Record 1
DFT (wB97M-V/def2-TZVPD) results for a molecular structure, C8H28BClCrO8S2 at a distorted geometry.

Calculated values
**⟨S²⟩**: 6.00
**Frontier orbital gap (alpha / beta)**: 7.226 / 8.878 eV
**E_LUMO (alpha / beta)**: 0.009 / 0.009 Eh
**Net charge**: 0
**Spin multiplicity**: 5
**ΔE to the lowest compared entry with this formula, charge and spin**: 21.6 kcal/mol
**Electronic energy**: -3249.34680 hartree
**HOMO level (alpha / beta)**: -6.97 / -8.62 eV

Cartesian coordinates (Å):
Cr: -1.1441 -1.1378 1.3182
Cl: 0.4536 -3.0564 1.3054
B: -2.4850 0.7173 1.4569
H: -3.2206 -0.2081 1.5393
H: -1.5856 0.5898 2.2077
H: -1.9901 0.7643 0.3782
H: -2.9858 1.7624 1.6749
O: 2.7735 1.3226 2.4263
S: 1.9507 0.6656 1.4611
O: 0.7451 -0.0176 1.8332
O: 1.4415 1.7166 0.3292
C: 2.3887 2.7217 -0.0609
C: 2.2942 3.9922 0.7430
C: 2.9248 -0.4467 0.4690
H: 2.1516 2.9074 -1.1127
H: 3.4180 2.3501 -0.0712
H: 2.6701 3.8619 1.7558
H: 1.2518 4.3142 0.8023
H: 2.8334 4.7952 0.2404
H: 2.2888 -0.8421 -0.3153
H: 3.1969 -1.2664 1.1370
H: 3.8333 0.0677 0.1700
O: -1.2028 -0.7314 -3.1635
S: -0.5434 -0.0896 -2.0630
O: -0.5393 -0.6736 -0.7561
O: 1.0192 0.0943 -2.4081
C: 1.3811 0.2749 -3.7864
C: 2.8957 0.2443 -3.8423
C: -1.0631 1.6424 -1.9809
H: 0.9360 1.1779 -4.2023
H: 1.0234 -0.5711 -4.3778
H: 3.3055 1.0276 -3.1998
H: 3.2453 0.4785 -4.8508
H: 3.3297 -0.7190 -3.5883
H: -0.9374 1.9900 -3.0020
H: -0.4849 2.1092 -1.1915
H: -2.1188 1.6161 -1.7180
C: -2.7244 -2.5302 3.7551
O: -1.6684 -1.5980 3.4766
H: -3.6817 -2.0165 3.6625
H: -2.7230 -3.3235 3.0046
H: -2.6047 -2.9937 4.7307
H: -1.0697 -1.6506 4.2259
C: -3.1357 -3.5663 0.3894
O: -2.7690 -2.1846 0.2971
H: -3.4062 -3.9586 -0.5925
H: -2.2972 -4.1340 0.7863
H: -4.0013 -3.7027 1.0460
H: -3.3697 -1.7856 -0.3386

Record 2
DFT (wB97M-V/def2-TZVPD) results for a molecular structure, C6H10N2 at a distorted geometry.

Calculated values
**Frontier orbital gap**: 8.710 eV
**E_LUMO**: 0.035 Eh
**Net charge**: 0
**ΔE to the lowest compared entry with this formula, charge and spin**: 137.4 kcal/mol
**Electronic energy**: -343.91770 hartree
**HOMO level**: -7.77 eV

Cartesian coordinates (Å):
C: 0.7348 -0.5473 0.4722
C: 0.2296 0.1994 -0.5707
C: 0.7435 -1.1655 -0.8898
C: -2.4059 1.0486 0.4704
C: -1.6699 -0.1489 -0.0531
C: 2.5036 0.4073 0.5026
N: -2.1278 -1.2825 -0.3091
N: 3.3308 0.1675 -0.4054
H: 0.4929 -0.8203 1.4841
H: 0.3004 1.2031 -0.9515
H: -3.1499 -1.3846 -0.2502
H: 4.2984 0.4678 -0.2449
H: 1.7074 -1.2499 -1.3825
H: 0.0097 -1.9333 -1.1116
H: 2.7647 0.9508 1.4299
H: -3.4809 0.8573 0.5678
H: -2.0100 1.3346 1.4465
H: -2.2712 1.8957 -0.2047

Record 3
DFT (wB97M-V/def2-TZVPD) results for a molecular structure, C20H34AsCl2N2O5PS3V.

Calculated values
**Frontier orbital gap (alpha / beta)**: 6.071 / 6.202 eV
**E_LUMO (alpha / beta)**: 0.086 / 0.086 Eh
**Net charge**: -1
**ΔE to the lowest compared entry with this formula, charge and spin**: 0.0 kcal/mol
**Electronic energy**: -6904.54374 hartree
**HOMO level (alpha / beta)**: -3.73 / -3.86 eV

Cartesian coordinates (Å):
V: -0.2829 -1.0938 0.5577
Cl: 2.9559 -2.7584 4.1460
C: 2.7846 -1.1458 3.5185
C: 3.6142 -0.1304 4.0184
C: 3.5087 1.1522 3.5630
Cl: 4.5514 2.3893 4.2300
C: 2.5641 1.4906 2.5644
C: 2.3513 2.7812 2.0253
C: 1.3915 2.9603 1.0695
C: 0.6396 1.8606 0.6212
N: 0.8270 0.6474 1.0951
C: 1.7589 0.4523 2.0649
C: 1.8269 -0.9066 2.5395
O: 1.0137 -1.7786 2.0529
H: 4.3407 -0.3732 4.7819
H: 2.9504 3.6104 2.3771
H: 1.2000 3.9281 0.6275
H: -0.1135 1.9855 -0.1413
C: 0.5250 -6.0072 -3.8529
C: 0.9933 -4.8378 -3.0187
O: 0.1202 -4.7317 -1.8899
P: 0.4277 -3.6426 -0.7475
S: -1.1124 -3.5582 0.4699
S: 0.9601 -1.8729 -1.4911
O: 1.7557 -4.2133 -0.0442
C: 1.6850 -5.0260 1.1387
C: 3.0867 -5.4959 1.4474
H: 1.1524 -6.1098 -4.7404
H: -0.5067 -5.8522 -4.1680
H: 0.5766 -6.9338 -3.2804
H: 0.9473 -3.9041 -3.5834
H: 2.0218 -4.9797 -2.6746
H: 1.0085 -5.8678 0.9683
H: 1.2839 -4.4123 1.9460
H: 3.4850 -6.1010 0.6313
H: 3.0834 -6.0968 2.3588
H: 3.7415 -4.6387 1.6031
O: -0.4111 4.1539 -1.3446
S: -1.6821 4.2390 -2.1298
C: -2.0218 2.6132 -2.8766
C: -2.7783 1.7785 -1.8531
C: -3.7971 2.7312 -1.2389
C: -3.0407 4.0214 -0.9249
H: -1.0587 2.2070 -3.1857
H: -2.6275 2.8175 -3.7642
H: -2.1036 1.3987 -1.0831
H: -3.2414 0.9057 -2.3121
H: -4.2233 2.3266 -0.3202
H: -4.6211 2.9481 -1.9254
H: -2.5084 3.9552 0.0266
H: -3.6652 4.9143 -0.9305
N: -2.4114 -2.0838 -2.8865
H: -3.3886 -1.8138 -2.8767
H: -1.9516 -1.5098 -3.5849
H: -2.0224 -1.7944 -1.9914
C: -4.2029 0.3087 2.0225
As: -2.7679 1.6305 2.1711
C: -1.6637 0.6454 3.4532
C: -3.6230 2.8231 3.4910
O: -1.6849 -0.3631 0.2056
H: -4.5424 -0.0150 3.0080
H: -3.8000 -0.5353 1.4640
H: -5.0458 0.7278 1.4710
H: -2.2529 0.3611 4.3266
H: -0.8218 1.2635 3.7673
H: -1.2736 -0.2522 2.9741
H: -4.0917 2.2632 4.3026
H: -4.3786 3.4363 2.9976
H: -2.8645 3.4868 3.9081

Record 4
DFT (wB97M-V/def2-TZVPD) results for a molecular structure, C16H38GaO4S at a distorted geometry.

Calculated values
**Frontier orbital gap**: 5.951 eV
**E_LUMO**: 0.057 Eh
**Net charge**: -1
**Electronic energy**: -3256.07481 hartree
**HOMO level**: -4.40 eV

Cartesian coordinates (Å):
C: -0.2631 2.2682 0.9736
O: -0.9720 1.8462 2.2188
C: -1.7939 0.6513 1.9178
C: -0.9158 -0.7561 2.0869
C: -1.5148 -1.8717 1.0455
C: -0.8925 -1.8158 -0.4704
C: 0.6653 -2.3546 -0.5413
C: 1.5599 -1.1235 -1.2115
C: 3.1710 -1.3514 -1.0107
C: 3.8478 -0.3933 0.1631
C: 5.4346 -0.0232 -0.1539
C: 5.6213 1.4759 -0.8446
C: 5.7359 1.3386 -2.5048
C: 5.4392 2.7927 -3.2478
Ga: 7.0915 3.6250 -4.1720
H: -0.0054 1.2697 0.3987
H: 0.7607 2.8102 1.1900
H: -0.9601 2.8942 0.2555
H: -2.7061 0.6537 2.6717
H: -2.2423 0.6872 0.8134
H: -1.0070 -1.0538 3.2225
H: 0.2158 -0.5336 1.8843
H: -2.6791 -1.6885 0.9829
H: -1.3799 -2.9304 1.5510
H: -0.8996 -0.7181 -0.8838
H: -1.5906 -2.4597 -1.1921
H: 1.0015 -2.5549 0.5699
H: 0.7075 -3.3306 -1.2122
H: 1.3118 -1.1689 -2.3779
H: 1.2146 -0.0665 -0.8187
H: 3.3397 -2.4918 -0.7085
H: 3.7113 -1.0914 -2.0407
H: 3.8762 -1.0735 1.1392
H: 3.1929 0.5464 0.4356
H: 6.1246 -0.1691 0.8086
H: 5.8375 -0.7931 -0.9602
H: 4.6562 2.0872 -0.5292
H: 6.5642 2.0337 -0.3781
H: 6.7423 0.8372 -2.8518
H: 4.8562 0.6203 -2.8505
H: 4.5957 2.6581 -4.0769
H: 5.0308 3.5509 -2.4516
H: 8.3470 2.6267 -4.3239
H: 6.5979 4.2032 -5.6091
H: 7.6685 4.9150 -3.3610
O: -5.1441 -0.8608 0.7385
S: -6.5773 -1.0540 0.6701
O: -7.4683 -0.0261 0.1766
O: -7.1145 -1.5622 2.1216
C: -6.8088 -0.7863 3.2709
C: -7.6913 0.4447 3.3606
C: -6.9026 -2.5525 -0.2257
H: -5.7480 -0.5152 3.2865
H: -6.9927 -1.4216 4.1444
H: -7.4690 1.1480 2.5526
H: -7.5367 0.9635 4.3112
H: -8.7476 0.1723 3.2707
H: -6.2683 -3.3477 0.1708
H: -6.6687 -2.3743 -1.2766
H: -7.9592 -2.8059 -0.1180

Record 5
DFT (wB97M-V/def2-TZVPD) results for a molecular structure, C3H5NO.

Calculated values
**Frontier orbital gap**: 8.721 eV
**E_LUMO**: -0.002 Eh
**Net charge**: 0
**ΔE to the lowest compared entry with this formula, charge and spin**: 98.3 kcal/mol
**Electronic energy**: -247.15063 hartree
**HOMO level**: -8.77 eV

Cartesian coordinates (Å):
O: -1.4272 -0.6386 1.5969
C: -0.4752 -0.4173 0.9137
C: 0.2428 -1.2133 -0.2198
N: 1.0097 0.0378 -0.2913
C: 0.5243 0.7793 0.6958
H: 0.8361 -2.0771 0.1012
H: -0.3554 -1.4561 -1.1052
H: 1.7641 0.2879 -0.9217
H: -0.7687 2.3373 -0.1505
H: -1.3506 2.3600 -0.6191

Record 6
DFT (wB97M-V/def2-TZVPD) results for 10 unconnected molecules or ions with the total composition C18H56N8O10 at a distorted geometry.

Calculated values
**Frontier orbital gap**: 9.131 eV
**E_LUMO**: 0.010 Eh
**Structure (SMILES)**: NC(N)=O.NC(N)=O.NC(N)=O.NC(N)=O.CC(C)O.CC(C)O.CC(C)O.CC(C)O.CO.CO
**Net charge**: 0
**ΔE to the lowest compared entry with this formula, charge and spin**: 0.0 kcal/mol
**Electronic energy**: -1909.94636 hartree
**HOMO level**: -8.85 eV

Cartesian coordinates (Å):
C: 1.1564 -4.2226 3.9205
O: 0.3657 -4.7407 2.8551
H: 1.0471 -4.8427 4.8132
H: 2.2040 -4.2420 3.6174
H: 0.8987 -3.2037 4.2061
H: 0.9478 -5.2038 2.2494
C: 2.3004 1.4341 4.7547
O: 3.7227 1.3908 4.7259
H: 2.0551 2.2914 5.3886
H: 1.9335 1.5210 3.7360
H: 1.8235 0.5712 5.2326
H: 4.0119 1.5557 5.6263
C: -2.4821 -0.5100 -2.6251
O: -1.7387 0.4722 -2.7575
N: -1.9889 -1.6137 -1.9934
N: -3.7921 -0.5962 -2.9301
H: -2.5762 -2.3795 -1.6781
H: -1.0421 -1.5282 -1.6627
H: -4.3119 -1.4341 -2.7495
H: -4.2423 0.2413 -3.2538
C: -2.6029 -4.3337 0.5205
O: -3.1381 -3.9544 -0.5149
N: -2.6027 -5.6511 0.8918
N: -1.7319 -3.5201 1.2063
H: -2.0481 -5.9507 1.6714
H: -2.9977 -6.2469 0.1865
H: -1.2973 -4.0292 1.9631
H: -1.2147 -2.9490 0.5627
C: 0.6164 1.1508 -4.5237
O: 1.6730 1.4902 -5.0834
N: 0.5706 1.0302 -3.1437
N: -0.5486 0.9980 -5.1961
H: -0.2925 0.6710 -2.6310
H: 1.5256 1.0065 -2.8180
H: -1.4477 0.8762 -4.7836
H: -0.5547 1.1463 -6.1907
C: 3.7070 2.2786 -1.7755
O: 2.9303 1.5019 -1.2159
N: 4.7227 2.9015 -1.1427
N: 3.5815 2.5137 -3.1017
H: 5.4096 3.4697 -1.6004
H: 4.8877 2.6431 -0.1859
H: 2.8017 2.1835 -3.6637
H: 4.2055 3.1999 -3.4894
C: -0.2118 1.5557 0.3659
C: 0.4712 0.3383 1.0010
C: -0.5295 -0.6394 1.4996
O: 1.1171 -0.3091 -0.0934
H: -0.8667 2.1756 0.9841
H: -0.7952 1.2998 -0.5221
H: 0.5508 2.2426 -0.0160
H: 1.2805 0.6238 1.6819
H: -1.1065 -0.2327 2.3351
H: -0.0317 -1.5314 1.8851
H: -1.3312 -0.8314 0.7890
H: 1.4884 0.4170 -0.6152
C: -1.6041 4.7312 -0.8902
C: -0.3424 5.0532 -0.0894
C: 0.9190 5.3344 -0.9265
O: -0.5978 6.3441 0.5077
H: -2.5127 5.1371 -0.4564
H: -1.7148 3.6487 -1.0018
H: -1.4430 5.0921 -1.9098
H: -0.0872 4.3047 0.6561
H: 0.6549 6.1566 -1.5981
H: 1.2279 4.4823 -1.5405
H: 1.7968 5.6536 -0.3677
H: -0.7092 6.9751 -0.2082
C: -3.2679 -1.0132 3.7605
C: -3.4693 -0.4100 5.1453
C: -2.2394 -0.1975 6.0433
O: -4.1317 0.8618 5.0500
H: -4.1050 -1.5669 3.3359
H: -2.3311 -1.5342 3.5742
H: -3.2359 -0.1678 3.0628
H: -4.0860 -1.1541 5.6633
H: -1.5393 0.5434 5.6581
H: -1.7136 -1.1584 6.0915
H: -2.4946 0.0478 7.0728
H: -4.8502 0.7781 5.6835
C: 2.1342 -3.4117 -5.0426
C: 1.8719 -2.1382 -4.2070
C: 2.1829 -2.4991 -2.7520
O: 2.7088 -1.0591 -4.5812
H: 3.1211 -3.8123 -4.8149
H: 2.0567 -3.2719 -6.1222
H: 1.3370 -4.1047 -4.7634
H: 0.8442 -1.7877 -4.3487
H: 1.8590 -1.7270 -2.0574
H: 3.2601 -2.6391 -2.6374
H: 1.7581 -3.4615 -2.4585
H: 2.2600 -0.5249 -5.2440